C15H19Cl2NSSeSiYb | ωB97M-V/def2-TZVPD

Summary:
Kohn-Sham gap (spin up / spin down), hartree: 0.2547 / 0.1405
Expectation value of S²: 0.755
HOMO energy (spin up / spin down), eV: -10.421 / -10.401
M, u: 596.38
ΔE to the lowest compared entry with this formula, charge and spin, kcal per mole: 11.8

The geometry in ORCA input format:
```
! wB97M-V def2-TZVPD RIJCOSX def2/J DEFGRID3
* xyz 1 2
Yb 0.08 -2.24 -0.77
Cl 2.45 -3.39 -0.71
C 2.98 -3.05 0.95
C 4.30 -2.67 1.13
C 4.78 -2.39 2.42
C 3.91 -2.56 3.46
C 2.56 -2.82 3.28
Cl 1.61 -2.74 4.70
C 2.01 -3.06 1.97
S 0.36 -3.41 1.62
H 4.97 -2.57 0.28
H 5.80 -2.03 2.57
H 4.26 -2.43 4.48
N -2.23 -2.95 -1.28
C -2.86 -1.65 -1.06
C -2.57 -0.56 -1.88
C -3.19 0.67 -1.64
C -4.07 0.79 -0.61
C -4.35 -0.28 0.23
C -3.76 -1.50 0.03
H -2.77 -3.66 -0.74
H -2.28 -3.20 -2.28
H -1.93 -0.67 -2.77
H -2.99 1.52 -2.31
H -4.61 1.73 -0.45
H -5.09 -0.15 1.01
H -4.05 -2.37 0.64
C -0.92 3.47 0.02
Si 0.58 2.67 -0.83
C 2.02 3.74 -0.20
C 0.24 3.39 -2.53
Se 1.03 0.67 -0.49
H -1.03 4.52 -0.37
H -0.80 3.53 1.11
H -1.92 2.99 -0.14
H 1.79 4.78 -0.35
H 2.95 3.53 -0.74
H 2.20 3.60 0.87
H -0.02 4.44 -2.36
H -0.58 2.94 -3.11
H 1.15 3.39 -3.16
*
```

Results of the natural (NBO) charge analysis, in e, for atoms 1 through 2:
1. Yb 1.3608
2. Cl -0.0071

---

C8H17N4O2 | ωB97M-V/def2-TZVPD

Summary:
Kohn-Sham gap, hartree: 0.3618
HOMO energy, eV: -13.450
SMILES: [H]/N=C/CN/C(N)=[NH+]\CCCCOC=O
M, u: 201.25
ΔE to the lowest compared entry with this formula, charge and spin, kcal per mole: 0.0

The geometry in ORCA input format:
```
! wB97M-V def2-TZVPD RIJCOSX def2/J DEFGRID3
* xyz 1 1
N 3.41 -1.98 -1.65
C 3.64 -0.81 -1.25
C 2.68 0.30 -1.59
N 1.72 0.41 -0.50
C 1.38 1.48 0.17
N 1.92 2.68 -0.11
N 0.48 1.42 1.23
C -0.88 0.95 0.87
C -1.49 0.08 1.96
C -2.82 -0.47 1.44
C -2.65 -1.74 0.60
O -3.37 -1.66 -0.63
C -2.61 -1.10 -1.60
O -2.93 -0.12 -2.23
H 4.15 -2.60 -1.32
H 4.49 -0.52 -0.63
H 2.16 0.09 -2.52
H 3.24 1.21 -1.72
H 1.27 -0.45 -0.22
H 1.36 3.43 0.28
H 2.08 2.86 -1.10
H 0.86 0.89 2.00
H -1.54 1.79 0.74
H -0.90 0.39 -0.07
H -0.82 -0.72 2.25
H -1.71 0.73 2.80
H -3.48 -0.69 2.27
H -3.27 0.31 0.85
H -1.60 -1.94 0.42
H -3.06 -2.58 1.15
H -1.69 -1.65 -1.87
*
```

Results of the natural (NBO) charge analysis, in e, for atoms 1 through 2:
1. N -0.5455
2. C 0.0964

---

C5H8N2 | ωB97M-V/def2-TZVPD

Summary:
Kohn-Sham gap, hartree: 0.3099
HOMO energy, eV: -7.345
SMILES: Cc1cc(N)c[nH]1
M, u: 96.13
ΔE to the lowest compared entry with this formula, charge and spin, kcal per mole: 3.6

The geometry in ORCA input format:
```
! wB97M-V def2-TZVPD RIJCOSX def2/J DEFGRID3
* xyz 0 1
C -1.20 0.51 -2.01
C -0.53 0.13 -0.73
C 0.38 0.82 0.03
C 0.83 -0.04 1.07
N 1.86 0.27 1.99
C 0.15 -1.22 0.94
N -0.67 -1.11 -0.17
H -2.23 0.12 -2.08
H -1.24 1.59 -2.12
H -0.65 0.12 -2.88
H 0.72 1.84 -0.15
H 1.83 -0.32 2.81
H 1.81 1.24 2.29
H 0.23 -2.15 1.49
H -1.31 -1.82 -0.48
*
```

Results of the natural (NBO) charge analysis, in e, for atoms 1 through 2:
1. C -0.6384
2. C 0.1471

---

C20H39Br2O3P | ωB97M-V/def2-TZVPD

Summary:
Kohn-Sham gap, hartree: 0.3160
HOMO energy, eV: -8.202
SMILES: Cc1ccccc1CP[C@H](Br)[C@@H](C)Br.CC(C)O.CC(C)O.CC(C)O
M, u: 518.31
ΔE to the lowest compared entry with this formula, charge and spin, kcal per mole: 122.1

The geometry in ORCA input format:
```
! wB97M-V def2-TZVPD RIJCOSX def2/J DEFGRID3
* xyz 0 1
C 2.79 1.80 1.13
C 2.90 1.23 -0.37
C 3.66 2.09 -1.43
C 3.76 1.59 -2.90
C 3.14 0.26 -3.38
C 2.39 -0.59 -2.29
C 2.25 -0.12 -0.81
C 1.42 -1.03 0.25
P -0.02 -1.80 -0.72
C -1.69 -1.05 -0.23
Br -3.06 -2.50 -0.56
C -2.16 0.20 -1.16
C -2.32 1.51 -0.24
Br -0.90 0.61 -2.65
H 1.77 2.30 1.31
H 2.90 0.91 1.85
H 3.67 2.50 1.33
H 4.15 3.10 -1.20
H 4.30 2.23 -3.69
H 3.21 -0.10 -4.47
H 1.96 -1.59 -2.68
H 2.17 -1.80 0.66
H 1.07 -0.41 1.16
H -0.04 -3.19 -0.29
H -1.75 -0.68 0.86
H -3.18 0.00 -1.66
H -3.35 1.48 0.25
H -2.21 2.49 -0.84
H -1.49 1.48 0.55
C -5.72 -5.99 1.82
C -5.01 -6.99 0.92
C -3.51 -6.73 0.88
O -5.54 -6.92 -0.40
H -5.59 -4.97 1.44
H -6.80 -6.19 1.83
H -5.34 -6.03 2.84
H -5.19 -8.01 1.29
H -3.30 -5.73 0.47
H -3.01 -7.45 0.22
H -3.07 -6.79 1.87
H -5.39 -6.03 -0.73
C 4.11 6.38 -2.90
C 5.37 5.67 -3.37
C 6.19 6.56 -4.29
O 5.00 4.48 -4.07
H 3.47 6.65 -3.74
H 3.52 5.73 -2.25
H 4.36 7.29 -2.35
H 5.97 5.37 -2.51
H 5.62 6.83 -5.19
H 7.09 6.03 -4.63
H 6.50 7.47 -3.78
H 4.47 4.73 -4.83
C -2.21 -1.76 4.11
C -2.17 -0.24 4.08
C -2.48 0.35 5.45
O -3.12 0.25 3.14
H -3.21 -2.12 4.39
H -2.00 -2.16 3.11
H -1.48 -2.16 4.81
H -1.18 0.10 3.75
H -3.48 0.06 5.78
H -2.46 1.44 5.42
H -1.76 0.01 6.20
H -4.00 -0.05 3.42
*
```

Results of the natural (NBO) charge analysis, in e, for atoms 1 through 2:
1. C -0.6569
2. C -0.0060

---

C6H13NO | ωB97M-V/def2-TZVPD

Summary:
Kohn-Sham gap, hartree: 0.3647
HOMO energy, eV: -8.989
SMILES: CCCNC(=O)CC
M, u: 115.18
ΔE to the lowest compared entry with this formula, charge and spin, kcal per mole: 48.7

The geometry in ORCA input format:
```
! wB97M-V def2-TZVPD RIJCOSX def2/J DEFGRID3
* xyz 0 1
C 1.05 1.31 1.18
C 2.43 1.29 1.74
C 1.24 0.34 -0.03
N 0.11 -0.09 -0.72
C -1.31 0.14 -0.37
C -1.92 -1.29 -0.39
C -3.31 -1.35 -0.97
O 2.19 -0.27 -0.57
H 0.25 1.05 1.90
H 0.79 2.30 0.79
H 2.46 0.38 2.33
H 2.69 2.04 2.48
H 3.30 1.24 0.99
H 0.31 -0.71 -1.58
H -1.86 0.83 -1.10
H -1.40 0.57 0.62
H -1.96 -1.62 0.67
H -1.07 -1.93 -0.85
H -3.20 -1.93 -1.93
H -4.06 -1.67 -0.29
H -3.54 -0.37 -1.42
*
```

Results of the natural (NBO) charge analysis, in e, for atoms 1 through 2:
1. C -0.5045
2. C -0.6209

---

C47H39BrN7O8STi | ωB97M-V/def2-TZVPD

Summary:
Kohn-Sham gap (spin up / spin down), hartree: 0.2136 / 0.2607
Expectation value of S²: 0.786
HOMO energy (spin up / spin down), eV: -6.241 / -7.570
M, u: 989.71
ΔE to the lowest compared entry with this formula, charge and spin, kcal per mole: 0.0

The geometry in ORCA input format:
```
! wB97M-V def2-TZVPD RIJCOSX def2/J DEFGRID3
* xyz 0 2
Ti -0.98 -0.38 -0.27
C -4.49 -1.32 -1.55
O -3.25 -1.69 -0.94
C -2.82 -2.97 -1.12
C -3.45 -3.88 -1.95
C -2.94 -5.17 -2.07
C -1.80 -5.53 -1.37
C -1.16 -4.60 -0.56
C -1.65 -3.31 -0.43
N -1.01 -2.31 0.35
N -0.11 -2.87 1.17
C 0.62 -2.10 2.02
C 0.43 -0.74 2.22
O -0.47 -0.13 1.44
C 1.17 0.00 3.16
C 2.16 -0.61 3.88
C 2.45 -1.99 3.68
C 3.51 -2.62 4.37
C 3.80 -3.94 4.16
C 3.03 -4.69 3.25
C 1.99 -4.11 2.58
C 1.68 -2.75 2.77
H -5.26 -2.03 -1.25
H -4.38 -1.29 -2.63
H -4.74 -0.34 -1.17
H -4.32 -3.60 -2.51
H -3.43 -5.88 -2.72
H -1.40 -6.53 -1.45
H -0.27 -4.87 -0.01
H 0.95 1.05 3.27
H 2.74 -0.04 4.59
H 4.09 -2.03 5.07
H 4.62 -4.41 4.70
H 3.25 -5.74 3.09
H 1.39 -4.68 1.89
C -1.50 5.68 4.19
C -2.06 4.48 3.48
C -1.57 3.20 3.73
C -2.07 2.10 3.06
C -3.07 2.28 2.12
C -3.60 3.54 1.86
C -3.08 4.63 2.54
S -3.60 0.90 1.16
O -3.37 -0.29 1.92
O -4.92 1.20 0.67
N -2.53 0.88 -0.06
C -2.61 1.63 -1.24
C -3.63 2.49 -1.65
C -3.48 3.12 -2.88
C -2.36 2.87 -3.66
C -1.41 1.99 -3.17
N -1.52 1.41 -1.98
H -0.84 5.39 5.01
H -2.29 6.30 4.60
H -0.91 6.31 3.51
H -0.79 3.07 4.48
H -1.69 1.10 3.26
H -4.40 3.66 1.15
H -3.49 5.62 2.35
H -4.51 2.63 -1.05
H -4.25 3.79 -3.23
H -2.22 3.32 -4.63
H -0.52 1.74 -3.74
O 4.06 5.15 0.68
C 2.68 5.48 0.73
C 1.86 4.24 0.50
C 0.48 4.32 0.51
C -0.26 3.18 0.27
N 0.29 2.00 0.03
C 1.62 1.91 0.06
C 2.44 3.01 0.26
C 2.18 0.53 -0.14
C 3.51 0.25 0.13
C 3.99 -1.05 -0.05
C 5.42 -1.38 0.28
O 6.34 -0.54 -0.39
C 3.12 -2.00 -0.55
C 1.81 -1.64 -0.79
N 1.33 -0.42 -0.56
H 4.57 5.96 0.79
H 2.42 6.22 -0.04
H 2.41 5.90 1.70
H -0.04 5.26 0.70
H -1.34 3.22 0.26
H 3.52 2.92 0.23
H 4.17 1.01 0.51
H 5.61 -2.44 0.07
H 5.59 -1.22 1.35
H 6.22 -0.65 -1.34
H 3.44 -3.02 -0.73
H 1.09 -2.36 -1.16
Br 0.04 -4.56 -7.34
C 0.49 -3.37 -5.94
C 1.82 -3.05 -5.72
N 2.21 -2.21 -4.76
C 1.26 -1.70 -3.98
C -0.09 -1.97 -4.13
C -0.49 -2.82 -5.15
C -1.13 -1.36 -3.23
O -2.21 -1.04 -3.69
O -0.73 -1.19 -2.01
H 2.60 -3.48 -6.34
H 1.59 -1.03 -3.19
H -1.54 -3.03 -5.30
*
```

Results of the Mulliken charge analysis, in e, for atoms 1 through 2:
1. Ti -2.1306
2. C -1.1517

---

C29H46F4IN2O3P | ωB97M-V/def2-TZVPD

Summary:
Kohn-Sham gap, hartree: 0.2360
HOMO energy, eV: -7.199
M, u: 704.57

The geometry in ORCA input format:
```
! wB97M-V def2-TZVPD RIJCOSX def2/J DEFGRID3
* xyz 0 1
C 3.24 2.27 2.22
C 2.98 1.79 0.81
C 2.56 0.25 0.42
N 1.06 0.05 0.18
C 0.28 0.36 1.44
C -0.43 -1.09 1.89
C -1.58 -0.91 3.05
C -0.93 -1.52 4.47
C -2.88 -1.84 2.54
C -4.04 -2.02 3.68
C -5.24 -0.90 3.63
C -5.60 -0.10 2.39
C -5.22 1.51 2.47
C -6.26 -0.85 1.08
C 0.59 0.82 -1.03
C -1.01 0.73 -1.35
O -1.54 2.12 -1.16
C -2.76 2.32 -1.96
C -4.20 2.00 -1.21
C -5.63 2.25 -2.03
C -5.68 2.85 -3.59
C -4.23 3.16 -4.34
C -2.79 2.90 -3.52
C 1.40 0.17 -2.34
C 0.97 -1.39 -2.64
P 0.98 1.17 -3.97
O 1.96 0.81 -5.15
N 2.90 0.24 -2.22
C 3.46 -0.18 -0.88
C 4.98 0.53 -0.79
C 6.07 -0.21 -1.82
C 7.23 -1.05 -1.02
I 8.85 -1.62 -2.44
C 3.75 -1.81 -0.73
O 2.64 -2.56 -0.13
C 3.08 -3.43 0.97
F 1.85 -4.13 1.50
F 3.67 -2.71 2.13
F 3.98 -4.51 0.49
H 2.63 3.22 2.59
H 4.02 1.76 2.94
H 3.05 2.59 -0.04
H 2.81 -0.42 1.37
H 0.97 0.64 2.37
H -0.50 1.23 1.34
H 0.46 -1.70 2.39
H -0.76 -1.72 0.95
H -1.86 0.21 3.24
H 0.22 -1.34 4.55
H -1.14 -2.69 4.53
H -1.46 -1.06 5.43
H -2.41 -2.88 2.23
H -3.24 -1.33 1.54
H -3.65 -2.08 4.79
H -4.56 -3.07 3.46
H -5.83 -0.70 4.62
H -5.99 2.13 1.84
H -4.10 1.62 2.08
H -5.21 1.85 3.59
H -7.31 -0.39 0.83
H -6.39 -2.02 1.22
H -5.55 -0.71 0.14
H 0.89 1.97 -1.03
H -1.63 0.07 -0.57
H -1.29 0.29 -2.41
H -4.17 1.59 -0.11
H -6.63 2.02 -1.42
H -6.72 3.05 -4.11
H -4.26 3.59 -5.43
H -1.81 3.15 -4.10
H 1.94 -2.02 -2.93
H 0.46 -1.93 -1.72
H 0.27 -1.46 -3.60
H 0.91 2.56 -3.63
H -0.38 0.76 -4.34
H 3.37 -0.32 -2.99
H 3.18 1.25 -2.40
H 4.95 1.66 -1.15
H 5.40 0.43 0.32
H 5.52 -0.84 -2.66
H 6.64 0.65 -2.42
H 7.71 -0.30 -0.23
H 6.88 -2.05 -0.53
H 4.73 -2.01 -0.10
H 3.90 -2.24 -1.83
F 7.52 1.54 0.32
*
```

Results of the Mulliken charge analysis, in e, for atoms 1 through 2:
1. C -0.8779
2. C 0.0727

---

> Which formula does entry 6 have?

C47H39BrN7O8STi